The following is a DFT calculation (wB97M-V/def2-TZVPD) of C27H33N4RuSTe as an isolated structure in a non-equilibrium geometry.

The geometry in XYZ format:
```
67
Properties=species:S:1:pos:R:3
Ru 0.083 -0.497 -0.175
C -5.028 -3.588 0.177
C -4.714 -2.239 0.799
N -3.464 -2.257 1.557
C -2.312 -1.689 1.234
S -2.229 -0.667 -0.214
N -1.279 -1.907 2.025
N -0.145 -1.259 1.664
C 0.869 -1.273 2.468
C 0.873 -1.958 3.790
C 2.044 -0.520 2.002
C 3.208 -0.414 2.752
C 4.263 0.335 2.261
C 4.134 0.965 1.033
C 2.950 0.818 0.337
N 1.927 0.096 0.801
H -5.972 -3.534 -0.364
H -5.126 -4.361 0.940
H -4.250 -3.892 -0.525
H -5.507 -1.933 1.483
H -4.640 -1.461 0.041
H -3.434 -2.820 2.397
H -0.065 -2.472 3.965
H 1.031 -1.224 4.584
H 1.692 -2.678 3.841
H 3.280 -0.910 3.709
H 5.177 0.428 2.833
H 4.934 1.560 0.616
H 2.804 1.286 -0.627
C 1.310 0.417 -3.507
C 1.140 -0.745 -2.566
C -0.062 -1.440 -2.504
C -0.215 -2.577 -1.686
C -1.457 -3.410 -1.725
C 0.849 -2.922 -0.860
C 2.111 -2.310 -0.969
C 3.271 -2.805 -0.165
C 2.233 -1.236 -1.836
H 1.683 0.063 -4.469
H 2.030 1.141 -3.127
H 0.365 0.928 -3.685
H -0.888 -1.104 -3.120
H -1.324 -4.200 -2.468
H -2.325 -2.822 -2.017
H -1.649 -3.887 -0.765
H 0.723 -3.746 -0.166
H 3.745 -3.641 -0.683
H 2.953 -3.170 0.812
H 4.026 -2.030 -0.031
H 3.179 -0.716 -1.925
C -1.878 2.773 -0.740
Te -0.794 1.759 0.793
C 0.662 3.309 0.547
C -0.125 4.446 -0.061
C 0.374 5.746 -0.041
C -0.325 6.769 -0.655
C -1.529 6.503 -1.296
C -2.033 5.215 -1.318
C -1.333 4.180 -0.701
H -2.924 2.719 -0.445
H -1.752 2.280 -1.704
H 1.475 2.994 -0.105
H 1.060 3.538 1.534
H 1.311 5.956 0.462
H 0.065 7.777 -0.631
H -2.080 7.304 -1.771
H -2.976 5.010 -1.809
```

Computed properties:
ΔE to the lowest compared entry with this formula, charge and spin: 4.2 kcal/mol
spin multiplicity: 2
charge: +2
frontier orbital gap (alpha / beta): 0.2724 / 0.2501 hartree


The following is a DFT calculation (wB97M-V/def2-TZVPD) of a single C27H33NO4 molecule.

The geometry in XYZ format:
```
65
Properties=species:S:1:pos:R:3
C -4.522 -3.172 0.435
C -3.369 -2.401 1.082
C -3.491 -0.936 0.787
C -2.986 -0.409 -0.397
C -3.108 0.934 -0.690
C -3.759 1.787 0.201
C -3.901 3.235 -0.039
O -4.866 3.877 0.300
C -2.718 3.925 -0.726
O -1.481 3.439 -0.212
C -0.636 2.846 -1.048
O -0.808 2.728 -2.235
C 0.596 2.342 -0.321
C 1.644 3.480 -0.235
C 2.895 2.930 0.387
C 3.024 2.861 1.768
C 4.138 2.276 2.340
C 5.134 1.745 1.538
C 5.015 1.811 0.161
C 3.901 2.400 -0.410
N 1.121 1.205 -1.030
C 1.563 0.092 -0.392
O 1.515 -0.013 0.814
C 2.089 -0.967 -1.352
C 0.912 -1.697 -2.015
C 0.170 -2.562 -1.002
C 1.106 -3.603 -0.389
C 0.355 -4.496 0.595
C 2.260 -2.884 0.306
C 3.014 -1.970 -0.656
C -4.304 1.256 1.370
C -4.161 -0.085 1.661
H -4.514 -3.032 -0.643
H -5.477 -2.819 0.818
H -4.433 -4.234 0.649
H -2.423 -2.779 0.693
H -3.388 -2.564 2.161
H -2.487 -1.062 -1.098
H -2.729 1.306 -1.629
H -2.760 3.749 -1.809
H -2.774 4.999 -0.532
H 0.335 2.012 0.690
H 1.847 3.850 -1.243
H 1.230 4.290 0.366
H 2.243 3.263 2.396
H 4.225 2.225 3.415
H 5.999 1.279 1.985
H 5.788 1.398 -0.470
H 3.812 2.449 -1.486
H 1.138 1.275 -2.036
H 2.663 -0.445 -2.128
H 0.227 -0.972 -2.462
H 1.300 -2.331 -2.817
H -0.223 -1.926 -0.206
H -0.670 -3.061 -1.494
H 1.508 -4.229 -1.195
H -0.471 -5.006 0.101
H -0.045 -3.901 1.413
H 1.020 -5.248 1.013
H 1.867 -2.282 1.125
H 2.955 -3.616 0.724
H 3.783 -1.422 -0.108
H 3.506 -2.574 -1.423
H -4.822 1.918 2.048
H -4.572 -0.481 2.578
```

Computed properties:
ΔE to the lowest compared entry with this formula, charge and spin: 1.8 kcal/mol
frontier orbital gap: 0.3477 hartree


The following is a DFT calculation (wB97M-V/def2-TZVPD) of C27H34Cl2N5O3V as an isolated structure in a non-equilibrium geometry.

The geometry in XYZ format:
```
72
Properties=species:S:1:pos:R:3
O 1.487 1.143 -1.282
C 1.291 1.443 -2.571
C 1.314 3.000 -2.662
C 0.900 3.779 -1.566
H 0.573 3.266 -0.650
C 0.916 5.179 -1.638
H 0.657 5.778 -0.759
C 1.344 5.764 -2.840
H 1.436 6.846 -2.908
C 1.748 4.978 -3.932
H 2.135 5.418 -4.857
C 1.747 3.581 -3.845
H 2.072 2.914 -4.655
H 2.135 1.034 -3.207
C 0.377 -0.416 -4.277
C -0.066 0.718 -3.346
H 0.164 -0.234 -5.373
H -0.154 -1.409 -4.109
H 1.467 -0.602 -4.215
C -1.009 1.600 -3.760
C -2.004 1.394 -4.862
H -1.113 2.580 -3.276
H -1.882 2.126 -5.684
H -3.039 1.541 -4.504
H -1.885 0.391 -5.301
V -0.652 -0.149 -1.379
Cl -1.468 1.621 -0.273
Cl -2.423 -1.008 -2.518
C -2.759 -1.218 0.614
O -1.584 -1.511 0.231
N -3.457 -1.956 1.513
C -2.937 -3.225 1.996
C -4.860 -1.683 1.818
H -3.223 -0.309 0.216
H -1.845 -3.263 1.908
H -3.391 -4.051 1.428
H -3.230 -3.350 3.046
H -5.042 -0.641 1.536
H -5.121 -1.821 2.881
H -5.579 -2.334 1.291
H 1.751 -4.958 -1.629
H 4.218 -3.863 -1.319
C 1.687 -4.205 -2.425
C 3.880 -3.113 -2.047
N 2.429 -3.008 -2.049
H 0.651 -3.927 -2.620
C 1.796 -1.911 -1.608
O 0.523 -1.814 -1.642
H 4.305 -2.137 -1.803
H 2.394 -1.069 -1.226
H 2.132 -4.659 -3.317
H 4.237 -3.434 -3.035
N -0.700 1.396 9.844
C -0.496 1.102 8.722
C -0.210 0.757 7.351
C -0.955 1.331 6.313
C -0.662 1.019 4.983
C 0.388 0.116 4.683
C 1.118 -0.469 5.731
C 0.834 -0.130 7.059
N 0.610 -0.252 3.344
C 1.422 -1.316 2.922
C 1.357 -1.328 1.551
N 0.526 -0.292 1.109
C 0.127 0.338 2.178
H -1.767 2.014 6.533
H -1.264 1.419 4.168
H 1.898 -1.204 5.527
H 1.435 -0.573 7.861
H 1.977 -1.956 3.564
H 1.816 -2.018 0.873
H -0.499 1.231 2.177
```

Computed properties:
spin multiplicity: 4
charge: -1
frontier orbital gap (alpha / beta): 0.1599 / 0.2156 hartree


The following is a DFT calculation (wB97M-V/def2-TZVPD) of C27H34F3GeN4O8SSeTi as an isolated structure in a non-equilibrium geometry.

The geometry in XYZ format:
```
80
Properties=species:S:1:pos:R:3
Ti 0.138 1.947 0.423
N 0.915 0.686 -1.760
C 1.118 0.768 -3.205
C 1.107 2.236 -3.620
C -0.266 2.852 -3.332
C -0.242 4.053 -2.412
N 0.332 3.709 -1.114
H 1.747 0.971 -1.254
H 0.679 -0.246 -1.441
H 0.286 0.255 -3.699
H 2.042 0.282 -3.544
H 1.375 2.333 -4.676
H 1.891 2.754 -3.054
H -0.880 2.087 -2.852
H -0.780 3.132 -4.258
H -1.267 4.392 -2.252
H 0.300 4.893 -2.867
H -0.029 4.374 -0.417
H 1.341 3.851 -1.085
N 1.396 1.366 3.840
C 1.131 0.556 2.814
O 0.179 0.839 2.068
C 1.907 -0.718 2.617
C 1.715 -1.410 1.269
H 0.877 2.244 3.806
H 2.344 1.406 4.177
H 1.567 -1.368 3.432
H 2.959 -0.492 2.832
H 1.990 -2.466 1.368
H 2.374 -0.970 0.522
C -4.235 -1.216 -2.574
C -4.069 -2.264 -1.672
C -2.948 -2.305 -0.853
C -1.972 -1.306 -0.896
C -2.159 -0.271 -1.804
C -3.273 -0.219 -2.639
Ge -0.234 -1.480 0.332
C -1.238 -1.886 2.008
C -2.439 -1.227 2.284
C -3.109 -1.410 3.486
C -2.596 -2.268 4.451
C -1.399 -2.927 4.206
C -0.730 -2.725 3.002
C 0.124 -3.276 -0.542
C -0.085 -4.514 0.072
C 0.158 -5.716 -0.587
C 0.632 -5.716 -1.891
C 0.844 -4.500 -2.529
C 0.584 -3.310 -1.862
H -5.111 -1.177 -3.213
H -4.817 -3.049 -1.609
H -2.834 -3.138 -0.162
H -1.420 0.523 -1.851
H -3.392 0.610 -3.330
H -2.849 -0.544 1.548
H -4.028 -0.866 3.676
H -3.116 -2.407 5.392
H -0.976 -3.586 4.957
H 0.223 -3.223 2.847
H -0.467 -4.551 1.085
H -0.028 -6.656 -0.077
H 0.824 -6.650 -2.408
H 1.204 -4.478 -3.552
H 0.726 -2.378 -2.403
N -2.902 2.925 0.532
C -1.821 2.422 0.396
H -2.918 3.798 1.073
F 6.093 1.815 -0.061
C 4.876 1.256 -0.161
F 4.644 1.025 -1.466
F 4.923 0.068 0.456
S 3.586 2.349 0.563
O 3.689 3.544 -0.233
O 3.947 2.402 1.952
O 2.388 1.547 0.279
O 0.783 5.571 3.226
Se -0.138 4.584 2.336
O -0.992 5.348 1.158
O 0.880 3.523 1.486
O -1.081 3.616 3.253
```

Computed properties:
ΔE to the lowest compared entry with this formula, charge and spin: 102.8 kcal/mol
spin multiplicity: 2
charge: -2
frontier orbital gap (alpha / beta): 0.1527 / 0.1415 hartree